Below is an isolated molecule of C4H9NO2 in a non-equilibrium geometry, with properties calculated with ωB97M-V with the def2-TZVPD basis set.

- relative energy (zero: lowest compared OMol25 entry of this formula, charge and spin) (kJ/mol) = 667.3
- structure (SMILES) = C[C@H](O)/C=[N+](/C)[O-]
- spin multiplicity = 1
- Kohn-Sham gap (spin up / spin down) (eV) = 7.687 / 9.218

Positions of all 16 atoms, in Å:
C -0.29058 -1.06119 0.36187
C -2.21968 0.37609 -0.63318
C 2.27883 -0.96261 -0.54475
C -1.52493 -0.16991 0.62045
N 1.22494 -0.12892 0.13548
O 1.47124 0.79166 0.89890
O -1.24046 0.75736 1.60464
H -0.46639 -1.53616 -0.67302
H -3.24226 -0.03757 -0.64476
H -2.32286 1.53483 -0.72121
H -1.68874 0.01569 -1.49561
H 2.34049 -1.85790 0.06605
H 1.89270 -1.15173 -1.54755
H 3.30360 -0.44256 -0.61766
H -2.33240 -0.86554 1.02403
H -0.27017 0.86348 1.75858